83
Properties=species:S:1:pos:R:3 method="wB97M-V/def2-TZVPD" homo_energy_ev=-6.8 lumo_energy_ha=0.086 total_energy_ha=-1657.1781 relative_energy_ev=3.465 total_charge=-1
C 2.269 -56.548 39.685
O 2.889 -56.781 38.628
O 1.056 -55.857 39.519
O 2.489 -57.113 40.690
H 0.924 -55.607 38.533
C 5.178 -56.965 36.083
O 5.260 -56.309 37.358
H 6.074 -57.146 35.780
H 4.509 -56.771 35.216
H 4.650 -57.842 36.441
H 4.518 -56.516 37.685
C 3.178 -60.316 39.627
O 4.200 -59.322 39.669
H 2.522 -59.774 39.049
H 2.680 -60.632 40.647
H 3.509 -61.195 39.131
H 3.593 -58.492 39.674
C 0.084 -55.594 42.733
O -0.209 -56.797 42.024
H -0.328 -54.667 42.103
H 1.222 -55.418 42.640
H -0.177 -55.717 43.686
H 0.289 -56.718 41.252
C 3.826 -58.752 43.055
O 2.880 -57.849 43.149
H 3.608 -59.758 43.100
H 4.639 -58.667 43.955
H 4.406 -58.614 42.248
H 2.763 -57.433 42.235
C 1.379 -57.277 35.434
O 1.962 -58.269 36.367
H 2.391 -57.202 34.697
H 1.241 -56.160 35.538
H 0.478 -57.634 34.743
H 1.996 -57.876 37.170
C 3.009 -53.287 37.377
O 2.272 -54.495 37.109
H 4.006 -53.266 36.950
H 3.596 -53.033 38.372
H 2.533 -52.433 37.024
H 2.633 -54.947 37.833
C -1.106 -58.292 38.411
O -0.442 -59.387 37.688
H -2.160 -58.310 38.369
H -0.789 -57.268 38.184
H -0.734 -58.468 39.375
H 0.302 -58.913 37.127
C -2.874 -55.854 39.899
C -3.546 -56.237 41.180
C -5.123 -56.359 41.081
O -3.148 -57.538 41.611
H -3.110 -55.067 39.473
H -3.027 -56.631 39.177
H -1.739 -55.697 40.002
H -3.085 -55.664 41.977
H -5.712 -56.914 42.092
H -5.402 -56.979 40.038
H -5.345 -55.518 41.196
H -2.089 -57.538 41.972
C -1.067 -53.246 37.112
C -0.620 -52.644 35.824
C -1.256 -53.216 34.487
O -0.743 -51.244 35.729
H -0.828 -54.360 37.294
H -2.199 -53.088 37.101
H -0.705 -52.612 37.868
H 0.428 -52.627 35.708
H -2.138 -52.787 34.385
H -1.105 -54.289 34.385
H -0.745 -52.915 33.599
H -0.008 -50.833 35.291
C 6.477 -56.088 41.418
C 5.310 -55.399 42.189
C 5.660 -54.089 43.004
O 4.182 -55.084 41.423
H 6.124 -56.981 41.064
H 7.204 -56.316 42.174
H 6.697 -55.290 40.387
H 4.868 -56.224 42.792
H 5.884 -53.456 42.314
H 6.556 -54.217 43.565
H 4.855 -53.527 43.553
H 3.668 -55.940 41.065

***

103
Properties=species:S:1:pos:R:3 method="wB97M-V/def2-TZVPD" homo_energy_ev=-11.2 lumo_energy_ha=-0.119 total_energy_ha=-2657.8580 relative_energy_ev=0.000 total_charge=+1
C -3.986 0.778 -2.446
C -2.805 1.381 -3.181
O -2.625 2.796 -3.039
C -2.475 3.255 -1.745
N -1.430 2.554 -0.981
C -0.283 2.165 -1.362
C 0.434 1.577 -0.238
C -0.548 1.422 0.951
C -1.722 2.264 0.424
H -4.905 0.873 -2.997
H -4.107 1.110 -1.425
H -3.791 -0.287 -2.391
H -2.967 1.224 -4.237
H -1.890 0.839 -2.959
H -3.404 3.222 -1.192
H -2.199 4.300 -1.816
H 0.084 2.265 -2.376
H 1.163 0.802 -0.439
H 1.080 2.407 0.081
H -0.171 1.924 1.819
H -0.722 0.364 1.029
H -2.574 1.580 0.385
H -2.106 3.077 1.025
C 2.161 -1.006 2.279
O 0.990 -0.624 2.340
N 3.179 -0.289 2.835
N 2.557 -2.139 1.660
H 4.147 -0.569 2.778
H 2.937 0.561 3.309
H 1.854 -2.709 1.228
H 3.535 -2.412 1.635
C 6.452 -1.962 1.284
O 5.297 -1.740 1.658
N 6.719 -2.725 0.191
N 7.524 -1.457 1.931
H 7.648 -2.919 -0.132
H 5.940 -3.111 -0.308
H 7.351 -0.893 2.744
H 8.472 -1.614 1.644
C -6.944 0.116 0.277
O -6.503 -0.078 -0.852
N -6.326 0.956 1.170
N -8.063 -0.487 0.735
H -6.663 1.122 2.099
H -5.496 1.424 0.863
H -8.555 -1.107 0.115
H -8.436 -0.344 1.654
C -4.159 -3.665 0.149
O -3.616 -4.596 0.712
N -3.801 -3.254 -1.110
N -5.172 -2.943 0.714
H -4.246 -2.495 -1.590
H -3.064 -3.760 -1.566
H -5.471 -3.211 1.633
H -5.620 -2.169 0.255
C 0.416 -2.412 -3.023
O 0.618 -3.352 -3.764
N 0.182 -1.146 -3.490
N 0.401 -2.545 -1.657
H 0.020 -0.352 -2.905
H 0.187 -1.019 -4.485
H 0.566 -3.462 -1.287
H 0.236 -1.787 -1.023
C 2.317 2.139 -4.329
O 1.760 1.525 -3.415
N 1.614 2.786 -5.302
N 3.662 2.213 -4.425
H 2.047 3.289 -6.053
H 0.613 2.745 -5.259
H 4.203 1.759 -3.710
H 4.139 2.706 -5.155
C 4.527 -2.456 6.218
O 5.687 -2.398 5.850
N 4.176 -2.854 7.479
N 3.487 -2.125 5.395
H 3.229 -2.910 7.801
H 4.920 -3.103 8.104
H 3.720 -1.830 4.466
H 2.523 -2.160 5.668
C 4.890 3.444 -0.637
O 5.121 3.150 -1.798
N 5.729 4.232 0.098
N 3.790 2.977 0.024
H 5.568 4.476 1.058
H 6.557 4.573 -0.359
H 3.171 2.380 -0.492
H 3.584 3.188 0.983
C -11.857 -1.423 0.588
O -10.635 -1.424 0.520
N -12.524 -1.805 1.714
N -12.641 -1.040 -0.458
H -13.523 -1.812 1.791
H -11.972 -2.096 2.499
H -12.177 -0.755 -1.300
H -13.643 -1.031 -0.427
C 8.225 0.691 0.090
O 9.135 -0.003 0.504
N 7.549 0.411 -1.066
N 7.793 1.814 0.744
H 6.800 0.976 -1.422
H 7.835 -0.403 -1.578
H 8.262 2.060 1.596
H 7.035 2.380 0.410